Entry 1:
55
Properties=species:S:1:pos:R:3:forces:R:3 method="wB97M-V/def2-TZVPD" e_tot_ha=-2339.08215 fmax_ha_per_bohr=0.007 total_charge=+2 e_above_lowest_kj_mol=0.00 e_homo_ev=-13.40 lumo_ha=-0.2441
H -4.66784 -2.15956 -2.80822 0.0 0.0 0.0
C 2.26153 0.61895 -0.41179 0.0 0.0 0.0
C -2.85080 3.83475 -3.91626 0.0 0.0 0.0
C -1.64191 4.43973 -4.04789 0.0 0.0 0.0
H 3.30780 0.34318 -0.28137 0.0 0.0 0.0
C -0.08585 1.83004 2.12031 0.0 0.0 0.0
H -0.92186 -1.35459 1.85603 0.0 0.0 0.1
H -1.43743 5.47153 -4.28593 0.0 0.0 0.0
H 0.81199 -0.06801 2.65102 0.0 0.0 0.0
N 0.36118 1.80986 0.69712 -0.1 -0.1 -0.1
H -3.08956 -3.09063 -0.94700 0.0 0.0 0.0
H -2.99501 1.37507 0.05750 0.0 0.0 0.0
S -0.35055 3.34147 -3.82239 0.0 0.0 -0.1
C -1.64786 2.95582 -0.17087 0.0 0.0 0.1
C 2.01163 -0.40785 -5.77620 0.0 0.2 -0.1
C -3.68355 -1.77013 -2.58908 0.0 0.0 0.1
C -2.72890 2.44399 -3.63118 0.0 -0.1 0.1
H -3.79429 4.34464 -4.04306 0.0 0.0 0.0
C 0.83311 -0.51541 -6.44332 0.0 -0.1 0.1
C -1.83018 -0.39518 -2.93800 -0.1 -0.1 0.1
H 0.75518 -0.86058 -7.46326 0.0 0.0 0.0
H -0.55423 0.38613 3.65908 0.0 0.0 0.0
H -2.11681 3.30498 0.74721 0.0 0.0 0.0
N 1.37717 -0.58297 -0.30051 -0.1 0.0 -0.1
C -2.90529 -2.25140 -1.59800 -0.1 0.0 -0.1
N -1.03882 -0.35558 1.70764 0.0 -0.1 0.0
H -1.30760 -0.19681 -5.97841 0.0 0.0 0.0
C -0.16758 0.40947 2.64054 0.0 0.1 0.0
H -3.59647 -0.19432 -4.14890 0.0 0.0 0.0
C -0.12833 2.98920 -0.07238 0.0 0.1 0.0
H -2.39999 1.54267 -1.44459 -0.1 0.0 0.0
H 1.67873 -1.19295 0.45503 0.0 0.0 0.0
H -3.59032 1.80243 -3.51319 0.0 0.0 0.0
C -3.08050 -0.69509 -3.34276 0.0 0.0 0.0
C -1.42816 2.02714 -3.54366 -0.1 0.0 0.0
H -1.96921 3.62443 -0.96952 0.0 0.0 0.0
C 1.85295 1.64170 0.63363 0.0 0.0 0.0
C -0.80018 0.67267 -3.23063 0.0 0.1 -0.2
S 1.79029 0.20035 -4.19223 0.0 -0.3 0.1
S -1.33773 -1.51229 -1.68536 0.1 0.1 0.1
H 2.12584 1.00889 -1.41692 0.0 0.0 0.0
Rh -0.54933 0.23356 -0.26882 0.2 0.0 -0.2
C -0.28257 -0.15985 -5.63483 0.0 -0.1 0.0
H 2.19199 1.32790 1.62099 0.0 0.0 0.0
H 3.00312 -0.63010 -6.13623 0.0 0.1 0.0
H -2.01469 -0.16683 1.92500 0.0 0.0 0.0
H 2.31711 2.60685 0.42675 0.0 0.0 0.0
N -2.13953 1.56210 -0.45781 0.0 0.1 0.0
O 0.03478 0.82764 -2.09470 0.0 -0.1 0.4
H 0.20100 3.91958 0.39887 0.0 0.0 0.0
H -1.06713 2.29648 2.17702 0.0 0.0 0.0
H 0.59703 2.43871 2.71588 0.0 0.0 0.0
H 1.46416 -1.11511 -1.16629 0.0 0.0 0.0
C 0.08155 0.21145 -4.37784 0.0 0.2 -0.1
H 0.31229 2.91710 -1.06510 0.0 0.0 0.0

Entry 2:
56
Properties=species:S:1:pos:R:3:forces:R:3 method="wB97M-V/def2-TZVPD" e_tot_ha=-1713.16302 fmax_ha_per_bohr=0.002 e_above_lowest_kj_mol=222.62 e_homo_ev=-8.37 lumo_ha=0.0072
N -6.01871 -0.45274 -0.23988 0.0 0.0 0.0
C -4.39047 -1.09909 1.28506 0.0 0.0 -0.1
H -4.07237 -1.46938 2.24629 0.0 0.0 0.0
N -3.73533 -0.45018 -0.94000 0.0 0.0 0.0
N 2.25777 -0.81444 1.84863 0.0 0.0 0.0
C -1.98889 -1.19981 0.57218 0.0 -0.1 -0.1
C -5.71448 0.16644 -2.34915 0.0 0.0 0.0
H 0.39230 -1.99228 -1.58255 0.0 0.0 0.0
H 2.80785 -1.65666 1.84302 0.0 0.0 0.0
H -3.86695 2.09225 -4.55515 0.0 0.0 0.0
C 0.81481 -0.92363 1.71197 0.0 0.0 0.0
H 6.03269 -0.35791 2.92987 0.0 0.0 0.0
C -4.30526 1.84481 -3.58749 0.0 0.0 0.0
C 0.39044 -0.83540 0.23859 0.0 0.0 0.0
H -0.46654 1.60966 0.08475 0.0 0.0 0.0
H -6.52245 -1.01542 1.69016 0.0 0.0 0.0
C -7.05779 0.17750 -1.95352 0.0 0.0 0.0
C 6.08675 0.79992 -0.41559 0.0 0.0 0.0
H 1.74833 -2.31611 -0.51146 0.0 0.0 0.0
C -5.10288 0.54207 -3.66225 0.0 0.0 0.0
C 4.94686 -0.42743 2.88617 0.0 0.0 0.0
H -3.49708 1.75259 -2.86073 0.0 0.0 0.0
S 4.96254 -0.49090 0.11799 0.0 -0.1 -0.1
H 6.95441 0.31421 -0.85599 0.0 0.0 0.0
H 5.55695 1.38579 -1.16532 0.0 0.0 0.0
O 2.26194 1.41969 1.53780 0.0 0.0 0.0
O -1.78025 -2.22970 1.20309 0.0 0.0 0.0
C 0.67735 -2.11255 -0.53697 0.0 0.0 0.0
H 4.69379 -1.48531 2.86649 0.0 0.0 0.0
H 0.36013 -0.10557 2.26954 0.0 0.0 0.0
H 6.77818 2.58373 0.60398 0.0 0.0 0.0
H -7.91569 0.44447 -2.55198 0.0 0.0 0.0
H -4.94383 2.67363 -3.27855 0.0 0.0 0.0
H 0.13154 -2.95556 -0.11641 0.0 0.0 0.0
H -4.44637 -0.26345 -3.99932 0.0 0.0 0.0
H 0.97374 -0.02798 -0.20390 0.0 0.0 0.0
H 0.48970 -1.86548 2.14651 0.0 0.0 0.0
C 5.01480 1.73299 1.56438 0.0 0.0 0.0
H 4.33652 2.36658 0.99264 0.0 0.0 0.0
C -3.42878 -0.85714 0.25924 0.0 0.0 0.1
O 3.86041 -0.59939 -0.80717 0.0 0.0 0.1
N -1.00818 -0.39746 0.11803 0.0 0.1 0.0
C -5.69695 -0.87759 1.00781 0.0 0.0 0.0
H 4.52578 0.01726 3.78861 0.0 0.0 0.0
C -1.20122 0.95648 -0.38858 0.0 0.0 0.0
H -1.06516 0.99333 -1.47110 0.0 0.0 0.0
C -5.04665 -0.24933 -1.20677 0.0 0.0 -0.1
C 2.87207 0.37284 1.66706 0.0 0.1 0.0
H -5.89567 0.63162 -4.40758 0.0 0.0 0.0
H 7.09064 1.08538 1.47120 0.0 0.0 0.0
N -7.25220 -0.19333 -0.68749 0.0 0.0 0.0
O 5.71576 -1.67282 0.46352 -0.1 0.1 0.0
H 5.11246 2.17142 2.55726 0.0 0.0 0.0
C 4.40620 0.32997 1.67148 0.0 0.0 0.1
H -2.19502 1.32208 -0.15594 0.0 0.0 0.0
C 6.36246 1.60734 0.84755 0.0 0.0 0.0